ORCA calculation (wB97M-V/def2-TZVPD) on 11 unconnected molecules or ions with the total composition C75H168N8O13 in a non-equilibrium geometry.

Positions of all 264 atoms, in Å:
C -6.75227 -4.66722 0.15710
C -5.77062 -4.15231 -0.89309
C -6.52261 -3.32338 -1.97839
C -4.80525 -3.14353 -0.20930
C -3.75584 -3.87606 0.65768
C -2.97161 -4.84417 -0.18000
C -3.82921 -5.85459 -0.92918
C -2.95252 -6.51029 -2.10928
C -4.21231 -7.02538 0.08893
N -5.02085 -5.28064 -1.56439
O -5.84831 -6.15272 -2.30930
H -7.23722 -5.52100 -0.31617
H -6.28852 -4.95127 1.10174
H -7.48957 -3.88803 0.35039
H -7.21577 -3.83751 -2.64420
H -6.86534 -2.31592 -1.74246
H -5.84285 -3.01743 -2.77364
H -4.33732 -2.38495 -0.83675
H -5.43011 -2.54574 0.45425
H -3.11679 -3.14942 1.15939
H -4.35971 -4.30904 1.45516
H -2.24585 -5.28294 0.50473
H -2.32872 -4.29554 -0.86833
H -2.90153 -5.73112 -2.86980
H -3.51921 -7.36347 -2.48218
H -1.93123 -6.79668 -1.85819
H -3.49915 -7.83583 0.23954
H -5.08425 -7.54674 -0.30603
H -4.53789 -6.52642 1.00170
H -6.02002 -5.57250 -3.05459
C -4.62938 1.94434 2.10363
C -4.69815 0.56707 2.88325
C -3.66064 -0.43040 2.25815
C -4.22083 0.87625 4.28610
C -4.41847 -0.24737 5.36363
C -5.92145 -0.62932 5.38456
C -6.60723 -0.88016 3.98829
C -6.32354 -2.34415 3.53190
C -8.14201 -0.67331 4.24213
N -6.14827 0.17207 3.07864
O -6.80367 0.01662 1.86207
H -5.19195 1.70927 1.20010
H -5.16348 2.76790 2.57754
H -3.60922 2.19915 1.81650
H -2.69195 0.05790 2.15179
H -3.59902 -1.36751 2.81144
H -4.01521 -0.74343 1.27612
H -3.17079 1.16869 4.28653
H -4.87641 1.70366 4.55757
H -3.88079 -1.16806 5.13705
H -4.27826 0.23080 6.33305
H -6.42699 0.22776 5.82946
H -6.20237 -1.52785 5.93395
H -6.46326 -2.41155 2.45300
H -7.06680 -2.98645 4.00425
H -5.34810 -2.75676 3.78955
H -8.66764 -1.23702 3.47139
H -8.41479 0.38179 4.26326
H -8.45572 -1.04670 5.21694
H -7.01553 0.93034 1.65759
C 2.69225 1.89907 2.63428
C 3.10561 2.85626 3.78681
C 1.89562 3.71473 4.18198
C 3.48801 2.00840 5.03359
C 4.19466 2.85574 6.03584
C 5.38891 3.69518 5.52575
C 5.01267 4.54292 4.31016
C 4.24979 5.82708 4.78225
C 6.27553 4.87032 3.53189
N 4.15034 3.74390 3.33804
O 3.97537 4.31186 2.13902
H 3.46665 1.24911 2.22691
H 1.87767 1.29777 3.03801
H 2.30451 2.44323 1.77308
H 1.60313 4.41563 3.40014
H 1.06842 3.01788 4.31702
H 1.98114 4.18896 5.15968
H 2.59942 1.65910 5.55942
H 4.12820 1.16783 4.76580
H 3.49667 3.60510 6.40917
H 4.49995 2.28092 6.91019
H 6.18733 2.96830 5.37652
H 5.79279 4.22737 6.38701
H 4.88323 6.64293 5.13044
H 3.40011 5.68769 5.45061
H 3.83884 6.24615 3.86377
H 6.05636 5.45192 2.63645
H 6.84358 3.96935 3.30024
H 6.96185 5.49750 4.10086
H 4.53456 3.80850 1.54275
C 1.32902 -5.01990 2.66068
C 1.33133 -3.60701 3.22725
C 2.11742 -2.61266 2.26081
C -0.18146 -3.34422 3.23998
C -0.59125 -2.04558 3.93810
C -0.04205 -2.15463 5.33792
C 1.43942 -2.42338 5.42483
C 2.18220 -1.10343 4.97614
C 1.79177 -2.72311 6.92439
N 1.79798 -3.56903 4.64886
O 3.17516 -3.94157 4.75706
H 0.81547 -5.02376 1.69925
H 2.35398 -5.30717 2.42611
H 0.86001 -5.67276 3.39682
H 1.79722 -1.57269 2.19731
H 3.14617 -2.57661 2.61923
H 2.20954 -3.00716 1.24888
H -0.65410 -3.40911 2.25993
H -0.78522 -4.01210 3.85439
H -0.31353 -1.14267 3.39429
H -1.66323 -2.23947 3.90118
H -0.62855 -2.87776 5.90466
H -0.30244 -1.20119 5.79754
H 3.26400 -1.23426 5.00255
H 1.84156 -0.32392 5.65763
H 1.88854 -0.73202 3.99435
H 1.29448 -3.65821 7.18206
H 1.44937 -1.87966 7.52393
H 2.84891 -2.96929 7.02418
H 3.64934 -3.22646 4.32651
C 4.67196 -4.60402 0.20607
C 5.19367 -3.43490 -0.66976
C 6.20439 -4.07948 -1.61679
C 4.00996 -2.79839 -1.39464
C 4.38024 -1.49874 -1.99252
C 5.07164 -0.53774 -0.95909
C 6.29293 -1.08166 -0.16111
C 7.60026 -1.03884 -1.07335
C 6.44271 -0.15476 1.08640
N 5.90349 -2.45432 0.27348
O 6.92895 -3.00137 1.03180
H 4.02877 -4.25600 1.01433
H 4.15607 -5.37834 -0.36173
H 5.51672 -5.01847 0.75628
H 6.45603 -3.35880 -2.39486
H 7.03926 -4.51052 -1.06425
H 5.74565 -4.90019 -2.16824
H 3.77432 -3.50158 -2.19345
H 3.13997 -2.74449 -0.74019
H 5.05210 -1.63566 -2.83984
H 3.49052 -0.97693 -2.34497
H 4.25208 -0.26251 -0.29525
H 5.30568 0.40919 -1.44557
H 8.04314 -0.04426 -1.02080
H 7.43515 -1.32357 -2.11247
H 8.43335 -1.62213 -0.68113
H 6.69530 0.88334 0.87040
H 7.27255 -0.46267 1.72252
H 5.56059 -0.20735 1.72453
H 7.57257 -3.37915 0.42795
C -2.79556 -1.03480 -5.75358
C -1.73277 -2.17251 -5.55247
C -2.22519 -2.96593 -4.33892
C -1.75493 -3.07194 -6.77551
C -0.48901 -3.96286 -6.87054
C 0.77973 -3.12020 -6.68181
C 0.88310 -2.25314 -5.41132
C 1.13079 -3.08096 -4.13716
C 2.08628 -1.36402 -5.67523
N -0.36389 -1.49140 -5.39263
O -0.34321 -0.48833 -4.45939
H -2.62677 -0.30910 -6.54917
H -3.02171 -0.38088 -4.91136
H -3.82985 -1.35570 -5.87757
H -1.93852 -4.01721 -4.31182
H -3.27702 -2.82310 -4.09125
H -1.76079 -2.57774 -3.43242
H -2.65636 -3.65536 -6.96303
H -1.71212 -2.39132 -7.62581
H -0.48158 -4.54907 -7.78945
H -0.44697 -4.68491 -6.05508
H 0.81635 -2.39901 -7.49828
H 1.61988 -3.81042 -6.75841
H 2.14886 -3.46010 -4.22597
H 1.23505 -2.49996 -3.22083
H 0.41815 -3.87502 -3.91419
H 2.95708 -1.90682 -6.04291
H 1.83243 -0.64056 -6.45000
H 2.31423 -0.70539 -4.83717
H -0.35339 0.28754 -5.02466
C 0.87100 5.93134 0.23948
O -0.42420 5.57772 -0.33152
C -0.38951 5.13292 -1.65482
C -1.88449 4.77204 -2.08930
N -2.06249 4.16299 -3.42973
C -1.25283 3.04954 -3.83203
C -1.12005 2.94932 -5.34849
O -0.30551 1.92692 -5.74279
C -0.31056 1.74984 -7.09868
H 0.93284 6.39800 1.22260
H 1.45372 6.57128 -0.42311
H 1.45811 5.03759 0.45070
H 0.34146 4.32635 -1.71159
H -0.05153 5.91766 -2.33162
H -2.50499 5.66537 -2.01828
H -2.33898 4.10801 -1.35404
H -3.00687 3.80490 -3.43477
H -1.56770 2.05484 -3.51655
H -0.23736 3.20182 -3.46634
H -0.73527 3.86437 -5.79873
H -2.15628 2.81034 -5.65675
H -1.14743 1.33521 -7.66067
H 0.49126 1.10025 -7.44971
H -0.00776 2.64946 -7.63449
C 8.07617 2.10944 -3.17095
O 7.53156 2.55498 -1.89120
C 7.71819 3.90499 -1.57573
C 6.92856 4.10196 -0.20158
N 5.56822 3.51903 -0.25336
C 4.59202 4.16951 -1.15338
C 3.55703 3.18278 -1.76170
O 4.15407 2.37057 -2.75470
C 3.25331 1.50133 -3.40417
H 7.60008 1.17926 -3.48112
H 9.14192 1.88303 -3.13902
H 7.97644 2.87666 -3.93875
H 7.26879 4.50155 -2.36961
H 8.78047 4.12114 -1.46191
H 6.93360 5.15033 0.09673
H 7.46431 3.49594 0.52904
H 5.72551 2.68790 -0.80526
H 5.05010 4.52906 -2.07479
H 4.02411 4.95800 -0.65956
H 2.76414 3.83993 -2.11888
H 3.20007 2.62789 -0.89409
H 2.70792 2.04376 -4.17645
H 2.63892 1.14166 -2.57878
H 3.76511 0.66727 -3.88428
C -6.23701 1.08886 -4.14229
C -5.58777 2.16714 -3.26166
C -4.75113 1.45306 -2.20639
O -4.78744 3.14041 -3.91913
H -6.73475 0.33058 -3.53784
H -5.53303 0.51850 -4.74825
H -6.99589 1.54511 -4.77792
H -6.39544 2.75188 -2.82137
H -4.37723 2.14919 -1.45558
H -3.89782 0.92936 -2.63733
H -5.33813 0.71215 -1.66363
H -5.50184 3.59512 -4.37131
C -5.00495 5.35261 0.98764
C -4.15635 6.20130 2.03174
C -4.00133 7.62727 1.54218
O -4.97677 6.35135 3.16926
H -4.37078 5.14716 0.12525
H -5.88975 5.87997 0.63107
H -5.29076 4.39656 1.42625
H -3.24166 5.63606 2.21043
H -3.64573 8.26513 2.35137
H -4.97586 7.94685 1.17305
H -3.18383 7.75176 0.83205
H -4.46084 6.17729 3.95991
C 0.42500 0.83672 -0.79960
C -0.98352 0.18332 -0.80807
C -1.05766 -1.19159 -0.22923
O -1.78807 1.08725 -0.06989
H 0.50694 1.60088 -1.57255
H 1.07456 0.00525 -1.07315
H 0.72891 1.19938 0.18235
H -1.25037 0.13615 -1.86385
H -2.09514 -1.50640 -0.34156
H -0.80145 -1.14339 0.82913
H -0.51516 -1.98487 -0.74354
H -2.02424 1.83952 -0.61753

As for the orbital gap: 7.83 eV. The strongest force on any atom comes out at 5.105 eV Å⁻¹. The SMILES is CC1(C)CCCC(C)(C)N1O.CC1(C)CCCC(C)(C)N1O.CC1(C)CCCC(C)(C)N1O.CC1(C)CCCC(C)(C)N1O.CC1(C)CCCC(C)(C)N1O.CC1(C)CCCC(C)(C)N1O.COCCNCCOC.COCCNCCOC.CC(C)O.CC(C)O.CC(C)O.


ORCA calculation (wB97M-V/def2-TZVPD) on a molecular structure, C23H38LiN3SbSi3 in a non-equilibrium geometry.

Positions of all 69 atoms, in Å:
Li 1.34587 0.65924 -2.38579
C 0.47510 1.02854 2.16511
Sb 1.16401 -0.17143 0.46245
C 1.50551 1.61474 -0.65333
C 0.42977 2.44447 -1.11719
C 0.21454 3.76669 -0.65004
C -0.81218 4.52313 -1.16113
C -1.62476 3.98430 -2.16197
C -1.34559 2.69957 -2.58563
N -0.37185 1.94411 -2.09088
Si 3.12375 2.36121 -0.23182
C 3.40988 3.60631 1.19805
C 4.38580 0.99641 0.16158
C 3.71583 3.32011 -1.76402
C -0.82644 -1.43898 0.56456
C -0.82246 -2.03466 -0.81051
C -1.68016 -3.07555 -1.19873
C -1.61116 -3.58702 -2.47954
C -0.67147 -3.08202 -3.36783
C 0.15616 -2.07062 -2.92214
N 0.07394 -1.55620 -1.69091
Si -0.30716 -2.79766 1.77439
C -1.63881 -4.12867 2.06905
C 1.19851 -3.73685 1.10042
C 0.17292 -2.20901 3.51063
Si -2.47653 -0.61460 0.96114
C -2.70561 1.00489 0.04067
C -2.73613 -0.31840 2.81601
C -4.01426 -1.62889 0.46455
H 1.30666 1.65644 2.48984
H 0.14244 0.41853 3.00611
H -0.34157 1.68239 1.85378
H 0.84947 4.14942 0.13859
H -0.99637 5.52158 -0.78092
H -2.43689 4.55438 -2.59167
H -1.94242 2.24180 -3.37009
H 3.10439 3.19444 2.16431
H 2.85817 4.53772 1.04531
H 4.47057 3.85935 1.26412
H 4.23995 0.61542 1.17601
H 5.40061 1.39585 0.09449
H 4.30313 0.15368 -0.52748
H 2.99948 4.11102 -2.00583
H 3.77500 2.66168 -2.63336
H 4.69244 3.78713 -1.61073
H -2.38669 -3.47718 -0.48733
H -2.28816 -4.37599 -2.78516
H -0.57746 -3.45042 -4.37938
H 0.90857 -1.62933 -3.56624
H -1.72326 -4.80087 1.21280
H -2.62004 -3.68384 2.25436
H -1.37731 -4.73189 2.94079
H 1.06124 -3.99320 0.04650
H 1.35133 -4.66760 1.65283
H 2.10632 -3.13905 1.18213
H -0.61112 -1.60402 3.97056
H 1.09378 -1.62355 3.49876
H 0.33771 -3.07961 4.14973
H -2.01560 1.77790 0.38465
H -3.72281 1.39000 0.14709
H -2.51449 0.84740 -1.01965
H -1.92180 0.25243 3.26472
H -2.83081 -1.26227 3.35972
H -3.65964 0.24622 2.96260
H -4.06717 -1.76738 -0.61695
H -4.91543 -1.09780 0.77869
H -4.02886 -2.61522 0.93610
N 2.28292 0.10564 -5.35578
C 1.96669 0.33560 -4.26117

As for the orbital gap: 6.83 eV. The strongest force on any atom comes out at 1.202 eV Å⁻¹. Its charge is -1.


ORCA calculation (wB97M-V/def2-TZVPD) on a molecular structure, C9H24ClDyI2N2P2 in a non-equilibrium geometry.

Positions of all 41 atoms, in Å:
I 0.33819 1.36113 -5.29789
I -0.38151 3.15450 -2.78863
Dy -0.01037 0.72562 -1.25193
P -2.69535 -0.09284 -1.08266
C -3.57919 1.02860 0.02669
C -3.22117 0.27538 -2.82004
H -4.30360 0.16768 -2.90690
H -4.30467 -1.94277 -0.83909
H -2.69941 -0.42810 -3.50318
H -2.72132 -2.50434 -1.38745
H -3.29467 2.05738 -0.23376
H -2.92949 1.31790 -3.05243
C -3.23539 -1.79244 -0.71972
H -4.65458 0.91776 -0.04777
H -2.98913 -2.02871 0.32867
H -3.26330 0.79255 1.05123
P 2.69533 -0.06349 -1.07946
C 3.56989 1.05896 0.03574
C 3.25117 -1.76071 -0.71501
H 2.71611 -0.40403 -3.49671
H 4.31317 0.20621 -2.89936
H 2.92614 1.34335 -3.05107
C 3.23055 0.30471 -2.81298
H 2.74507 -2.47826 -1.38300
H 4.32221 -1.90180 -0.83297
H 4.64606 0.95895 -0.03723
H 3.25482 0.81968 1.05969
H 3.00671 -2.00136 0.33268
H 3.27727 2.08598 -0.22330
Cl 0.00483 -1.43991 -2.45728
C 0.54132 1.11636 4.25618
N 0.00966 -0.00952 3.45370
C -0.54068 -1.13205 4.25176
C -0.01266 0.06078 2.16069
N -0.00148 0.26946 0.99202
H 0.42016 0.87604 5.31459
H -0.06264 2.02067 4.07975
H 1.62544 1.21300 4.08775
H -1.62483 -1.22349 4.08677
H 0.05678 -2.04080 4.09071
H -0.42545 -0.88803 5.31121

As for the orbital gap (alpha / beta): 4.45 / 4.47 eV. The strongest force on any atom comes out at 2.794 eV Å⁻¹. Its expectation value of S² is 9.393. Its charge is +2. As for the spin multiplicity: 6.


ORCA calculation (wB97M-V/def2-TZVPD) on a molecular structure, C15H14Cl6N7O2SSc in a non-equilibrium geometry.

Positions of all 46 atoms, in Å:
Sc 0.17886 -0.25446 0.37545
N 0.51343 -0.30688 2.69062
C 1.87678 -0.75314 3.06096
C 2.88509 0.02595 2.24689
N 2.63969 -0.21994 0.82466
H 0.34020 0.62332 3.06125
H -0.18857 -0.91487 3.10164
H 1.94346 -1.81583 2.82460
H 2.06298 -0.63075 4.12901
H 3.89501 -0.24185 2.56776
H 2.76184 1.09753 2.42572
H 2.90157 -1.16472 0.56156
H 3.14148 0.44556 0.25070
Cl 0.23701 0.06038 -2.20182
C 0.79585 1.66897 -2.66125
C 0.86662 1.89178 -4.02400
C 1.29981 3.12753 -4.47018
C 1.64786 4.09281 -3.53753
C 1.56301 3.82586 -2.18242
Cl 2.02203 5.10518 -1.09580
C 1.13012 2.59029 -1.66620
S 1.01456 2.27125 0.04164
H 0.58911 1.10824 -4.71565
H 1.36760 3.33504 -5.52927
H 1.99173 5.06776 -3.85483
Cl -0.19372 -7.05238 0.47304
C -0.61462 -5.37984 0.41138
C -1.94156 -4.98118 0.48231
Cl -3.19988 -6.15310 0.62698
C -2.26306 -3.61680 0.44561
Cl -3.89678 -3.06684 0.56832
C -1.26183 -2.67218 0.32918
O -1.45646 -1.34776 0.32929
C 0.07666 -3.07510 0.22475
O 0.95961 -2.07675 0.11644
C 0.39665 -4.41729 0.28976
Cl 2.06951 -4.85540 0.21364
N -4.26197 2.28175 -0.98256
N -3.34579 2.02889 0.03916
N -3.54769 2.41699 1.27434
C -2.46800 1.90788 1.86550
N -1.70461 1.22588 1.01552
N -2.28662 1.32486 -0.16693
H -4.54860 3.24649 -0.85130
H -3.72803 2.19286 -1.84180
H -2.26031 2.03397 2.91383

As for the orbital gap: 7.56 eV. The strongest force on any atom comes out at 1.345 eV Å⁻¹.


ORCA calculation (wB97M-V/def2-TZVPD) on C4H12N2 in the gas phase in a non-equilibrium geometry.

Positions of all 18 atoms, in Å:
C 0.15938 -2.23778 -0.15797
N -0.83007 -1.23766 0.13377
C -0.49238 0.21339 0.17336
C -1.25582 0.99079 -0.88249
C 1.01553 0.46399 0.21409
N 1.18929 1.85290 0.74754
H 0.70428 -2.54734 0.74750
H 0.93147 -1.96969 -0.88223
H -0.28022 -3.19400 -0.44753
H -1.74552 -1.36738 -0.25219
H -0.80208 0.46976 1.19483
H -0.99723 0.59029 -1.87126
H -2.29547 0.69648 -0.72145
H -1.06260 2.05643 -0.88600
H 1.45725 0.29776 -0.76828
H 1.45285 -0.22412 0.93472
H 1.47740 2.43058 -0.04650
H 2.01992 1.93700 1.33236

As for the orbital gap: 9.17 eV. The strongest force on any atom comes out at 1.703 eV Å⁻¹. The SMILES is CN[C@H](C)CN.